(i)
7
Properties=species:S:1:pos:R:3 method="wB97M-V/def2-TZVPD" total_charge=0 e_lumo_ev="-2.39 / -1.85" orbital_gap_ev="6.9 / 8.4"
P -0.3068 1.2789 -0.4458
C -2.9062 -1.2044 0.5128
C -2.2032 -0.3457 0.1085
C 1.1006 0.1748 -0.1133
H 2.0035 0.7170 -0.1674
H 1.0888 -0.0022 0.9544
H 1.2233 -0.6184 -0.8492

(ii)
7
Properties=species:S:1:pos:R:3 method="wB97M-V/def2-TZVPD" total_charge=0 e_lumo_ev=-0.43 orbital_gap_ev=9.6
P 2.3010 -0.3085 -0.2106
C 1.1096 0.7645 0.1101
C -0.9229 0.0478 -0.1274
C -2.0425 -0.2667 0.1435
H -3.0350 -0.6029 0.2454
H 1.5238 -1.4206 -0.5737
H 1.0661 1.7864 0.4126

Pick (ii): it beats the second-best structure by 245.3 kJ/mol.